Record 1
The following is a quantum chemistry calculation of a structure of composition C36H51FMoN13O3PS4 in a non-equilibrium geometry, from the OMol25 dataset.

Frontier orbital gap (alpha / beta): 6.88 / 6.06 eV
E_LUMO (alpha / beta): -9.24 / -10.08 eV
Multiplicity: 3
ΔE to the lowest compared entry with this formula, charge and spin: 63.0 kJ/mol
E_tot: -4441.01386 Ha
Charge: +4

The geometry in XYZ format:
```
110
Properties=species:S:1:pos:R:3:forces:R:3
C -2.2216 -1.4270 -1.3360 0.156 0.028 0.057
H 2.9444 -1.4567 1.7305 0.016 -0.053 -0.131
N 3.8351 0.9155 3.5243 -0.052 0.243 0.139
C -0.3706 -1.3803 -2.6094 0.246 0.173 0.472
C 3.0943 0.3848 2.5649 0.084 0.130 0.058
H 4.6626 0.7391 -1.4725 -0.026 -0.024 0.008
N 2.2603 3.3913 -3.5348 0.014 0.118 0.020
C 2.7951 -6.4890 1.5174 0.102 -0.185 -0.099
H 2.6046 -9.3560 0.5205 -0.037 0.001 -0.004
H -1.0312 -2.1657 -4.5450 -0.029 0.029 0.126
C 1.1742 4.3711 -3.6388 -0.011 -0.095 0.156
N -0.1096 -4.7749 3.0447 0.067 -0.148 0.039
H 2.6494 1.4120 -3.0541 0.114 -0.033 -0.043
N -0.8670 2.2598 2.3522 -0.136 0.314 -0.043
C 3.2448 -10.0121 2.4599 0.167 0.003 -0.035
C 1.8988 -1.6962 -3.6719 0.162 -0.127 -0.256
C -1.2601 -7.0404 3.2987 0.018 -0.111 -0.046
H -4.1669 -1.1120 -0.5213 0.020 -0.025 -0.013
C 2.6040 -4.2345 0.6110 -0.018 0.119 -0.136
N 1.7288 -0.5812 -1.6697 -0.364 0.076 0.048
H 5.3932 -7.0457 1.2038 0.003 0.050 0.024
C 1.4766 -3.9720 1.4109 0.032 0.007 -0.020
H 3.3977 2.6336 -0.3734 0.066 0.012 0.011
N 0.6859 4.7948 -2.3249 0.105 -0.041 -0.050
H 4.6232 2.8468 3.8037 0.009 -0.031 -0.015
H 3.7006 2.1945 5.1707 0.002 -0.011 0.017
C -0.6727 -3.5731 3.0572 -0.049 -0.155 0.040
C 3.2232 -5.4428 0.6619 0.021 -0.092 0.007
C 4.5738 -1.2937 3.2022 -0.087 0.102 -0.098
H 2.8531 2.7581 3.7215 -0.014 -0.026 -0.028
N 3.5382 -0.8399 2.2584 0.051 -0.188 -0.015
H -0.3993 4.0848 -0.6799 -0.028 0.072 0.077
H 2.1764 6.2204 -2.0696 0.026 0.043 -0.012
C -1.2257 -1.8787 -3.5204 -0.161 -0.133 -0.275
H 3.7316 4.8295 -3.2448 0.034 0.037 -0.016
N -3.8800 2.7614 0.5118 0.090 -0.110 -0.018
C -0.0138 3.7383 -1.6371 0.263 -0.159 -0.009
H 4.8458 -8.2908 0.0895 0.014 0.024 -0.023
H 3.5147 0.5876 -0.1262 -0.034 -0.019 0.043
Mo 0.3786 0.1040 -0.0286 0.237 -0.429 -0.110
H -2.7440 -5.4042 3.3590 0.019 -0.036 0.018
C 5.4739 -8.9843 2.0304 -0.123 -0.124 0.026
H 5.8801 0.4244 3.6016 0.061 0.049 -0.040
H -0.0625 -5.9367 4.8360 0.038 0.006 -0.012
C -2.6377 2.3649 0.7849 -0.091 0.021 0.081
C 0.8088 -2.6911 1.3739 0.135 0.058 -0.279
H -1.5005 -3.4300 3.7407 0.007 0.009 -0.007
H 1.6176 -8.7807 1.8511 -0.021 0.033 0.032
P 1.1282 2.2671 -1.2960 0.235 0.632 -0.197
C 3.0356 -0.5967 -1.8250 -0.041 0.115 0.125
H 4.1455 3.2283 -2.6223 -0.003 -0.004 0.003
F 4.2478 -5.6759 -0.1709 -0.005 0.069 -0.042
C 1.0124 -5.0012 2.2430 -0.154 -0.077 0.206
H -4.4513 3.2570 1.1795 0.021 0.045 -0.005
O -1.7673 -1.0227 3.2978 -0.282 0.073 0.402
C 1.0740 -1.2164 -2.7210 -0.142 0.151 0.400
C 3.3402 3.9588 -2.7232 -0.106 -0.056 0.090
C 1.8160 2.1072 -3.0480 -0.199 0.131 0.308
C 2.5367 3.2766 -0.5381 -0.148 -0.123 -0.222
O -0.7414 -0.3557 1.4572 -0.909 -0.447 0.908
H 5.4289 -1.7121 2.6773 -0.010 -0.013 -0.028
H 3.2881 -9.6744 3.4928 0.002 0.010 0.036
H 4.9481 -0.0900 5.0088 -0.009 -0.011 0.046
H -2.7851 3.0076 2.6980 -0.056 0.018 0.069
H 2.7008 -10.9521 2.4070 0.005 -0.036 -0.031
S -1.7898 1.5772 -0.4846 0.214 -0.081 -0.041
H -0.8878 1.4665 2.9835 -0.029 -0.043 0.032
C -0.6374 -5.8283 3.9259 0.099 0.171 -0.138
H -0.4230 3.0481 2.8065 0.004 0.064 0.042
H 1.3194 -6.9886 2.9760 0.045 0.056 -0.010
C 4.9265 0.0124 3.9269 -0.142 0.072 -0.056
H 4.6780 -0.7001 -0.4634 -0.011 0.009 -0.003
H 0.3531 3.9447 -4.2154 -0.012 0.003 -0.009
S 1.7563 1.2145 1.8637 0.243 -0.019 -0.030
H 4.1740 -2.0449 3.8819 -0.054 -0.016 0.029
H -1.0994 -7.9937 3.7852 0.006 0.032 -0.013
H -2.8542 -0.6921 0.5845 0.044 0.007 0.006
H 1.6430 -2.2411 -4.5686 0.035 0.035 0.055
H 5.1082 -10.9536 2.6459 0.032 -0.037 0.068
O 1.2726 -1.7862 0.5739 -0.225 0.113 0.076
H 1.0318 1.7058 -3.6914 -0.051 -0.008 -0.056
N 2.8931 4.3852 -1.3927 -0.082 -0.013 -0.160
C -2.1191 -6.0280 3.9856 -0.101 0.100 0.025
N 4.6712 -10.2650 2.0316 -0.080 0.180 0.046
H 5.5115 -8.6449 3.0626 0.004 0.001 0.054
C 4.0258 0.0479 -0.9163 0.071 -0.125 -0.059
N 3.4298 -7.7303 1.5657 -0.027 0.004 0.140
H -2.5468 -6.2682 4.9490 0.032 0.012 -0.026
C -3.1696 -1.3899 -0.1799 0.035 -0.039 -0.044
H -4.2715 2.5875 -0.3982 -0.020 0.001 -0.028
H -1.3072 -7.0788 2.2170 -0.010 0.032 0.041
H -0.8530 3.3962 -2.2343 -0.077 -0.017 -0.079
C -0.9935 -1.2454 2.4103 0.446 0.350 -0.879
C -0.2725 -2.5263 2.2518 0.076 -0.011 0.087
N -2.1675 2.6156 2.0002 0.143 -0.144 -0.058
H 1.5505 5.2444 -4.1660 0.024 0.050 -0.028
H 1.4385 5.6549 -0.5662 -0.004 -0.004 0.016
H 2.9535 -3.4978 -0.1026 -0.015 0.001 0.071
C 4.8073 -7.9548 1.1332 -0.145 -0.038 -0.022
C 3.7466 2.2628 4.0855 0.061 -0.183 -0.075
C 2.6436 -8.9607 1.5461 0.111 0.075 -0.104
C 1.7953 5.3447 -1.5486 -0.007 -0.129 -0.004
H 4.6783 -10.6753 1.0951 0.008 -0.035 -0.065
S 3.5185 -1.3663 -3.2548 0.202 -0.121 -0.243
S -2.7668 -2.0418 -2.8184 -0.264 -0.101 -0.187
H 6.4798 -9.2171 1.6897 0.019 -0.021 -0.037
H 2.2035 3.6371 0.4319 -0.039 0.059 0.083
C 1.6809 -6.2297 2.2970 -0.106 -0.090 0.074
N -0.9390 -1.0878 -1.3673 0.220 -0.070 -0.220
H -3.2441 -2.3907 0.2548 0.023 0.037 -0.002
```
Forces are in eV/Å.

---

Record 2
The following is a quantum chemistry calculation of a structure of composition C36H51FN4O3PSi2Sr in a non-equilibrium geometry, from the OMol25 dataset.

Frontier orbital gap: 4.80 eV
E_LUMO: -3.34 eV
ΔE to the lowest compared entry with this formula, charge and spin: 0.0 kJ/mol
E_tot: -2898.01876 Ha
Charge: +1

The geometry in XYZ format:
```
99
Properties=species:S:1:pos:R:3:forces:R:3
H -3.5688 2.7207 0.4132 -0.064 -0.003 -0.012
C 7.1416 3.9987 -0.7550 0.242 -0.148 -0.123
C -0.8608 -4.7966 2.5215 0.031 -0.166 0.043
H -4.6323 -3.3278 0.7364 0.077 0.000 0.006
H -0.4542 -4.0043 -1.7549 0.014 -0.038 0.022
H -1.7165 -5.2798 2.9947 -0.032 0.031 0.001
C 3.0059 1.2949 1.4760 0.126 0.089 -0.033
C -6.3451 0.6047 -0.0155 -0.177 0.071 -0.045
H -0.4332 -4.0988 3.2392 -0.001 0.019 0.003
H -3.6499 2.7195 -3.1347 0.040 0.038 -0.025
H 5.0490 1.1881 3.2133 -0.010 0.066 0.003
O -0.7079 -1.4922 3.4438 0.466 -0.431 0.226
H -2.2879 3.2041 -0.6870 0.010 0.027 -0.035
C -4.2390 1.9248 -2.6716 -0.050 -0.053 0.044
H -8.2286 1.4553 0.5263 -0.022 0.007 0.010
H -2.1630 -2.6179 -1.7936 -0.059 0.012 0.009
H -1.8868 -0.0431 -3.2431 -0.045 -0.024 -0.037
C 4.1305 1.8127 0.8027 -0.220 -0.107 0.011
C 1.8796 0.6023 3.4502 -0.069 -0.012 -0.027
C 6.9838 2.7312 -2.8796 0.190 0.052 0.100
F 2.9337 1.8698 -2.6150 -0.119 -0.024 0.004
H 4.8848 2.7305 -3.2927 0.035 -0.032 0.044
C 2.9523 1.6512 -1.2823 0.084 0.044 0.029
C 5.5581 2.2431 -2.5813 -0.039 -0.063 -0.217
H 1.6153 -3.2458 -2.8040 0.017 0.009 -0.008
H -5.1220 2.3921 -2.2313 -0.028 0.012 0.052
H 7.5742 2.0002 -1.0422 -0.039 0.002 -0.031
H -0.1270 -5.5617 2.2624 0.002 0.020 -0.012
H -1.9548 2.0511 0.5907 0.037 -0.096 0.001
H 5.4791 1.1659 -2.7312 0.005 0.038 -0.004
C 4.1165 3.0132 3.9529 0.048 0.114 0.050
H -1.0944 1.3782 -2.5862 0.056 0.053 -0.006
H -3.3314 -3.7273 -2.5470 -0.038 -0.055 -0.023
C 0.6952 0.3867 1.3650 -0.368 0.036 0.030
C 1.4948 -3.1388 -1.7337 -0.017 -0.006 -0.040
C 4.1085 1.9983 -0.5651 0.021 -0.039 -0.054
C -1.6486 0.4761 -2.3139 -0.090 -0.078 0.012
H 5.1620 4.2130 0.0728 0.019 -0.022 -0.012
H 7.5016 3.8501 0.2619 -0.067 0.053 0.005
H -7.6433 1.5191 2.9745 -0.024 0.007 -0.005
H -5.4064 0.6833 3.6495 -0.017 0.006 0.007
H 1.0211 -2.7379 2.0693 -0.030 -0.021 0.022
C 1.8591 1.1226 -0.6663 0.103 0.028 0.213
H -6.5685 0.5827 -1.0722 0.030 -0.015 -0.046
H 3.1102 -2.0153 1.0170 0.020 0.005 0.004
N 7.7135 2.8622 -1.5736 0.004 0.002 0.081
C 0.1392 -3.4537 0.2403 -0.080 -0.049 -0.026
C 4.1209 1.5211 3.6822 0.004 -0.233 -0.042
C -3.1164 -2.6813 -2.3231 0.031 0.167 0.036
C -5.2507 -3.1782 -0.1534 0.060 0.087 0.102
H -6.2385 -2.8702 0.1981 -0.016 0.056 -0.002
H 7.0051 3.7259 -3.3227 -0.043 -0.052 -0.062
N 5.2645 2.5463 -1.1915 0.017 0.019 0.168
C -7.2701 1.0971 0.8803 -0.033 0.010 0.025
H 8.7147 2.9857 -1.7189 -0.014 0.039 0.001
H 4.9647 3.2865 4.5807 0.008 0.000 -0.003
H 4.0455 0.9507 4.6075 -0.012 0.098 0.024
C -5.0958 0.1431 0.4216 0.085 0.008 -0.070
H 5.2457 4.6177 -1.6341 0.031 -0.022 0.003
H -5.6808 -0.9896 -3.4287 0.044 0.020 0.011
C -6.9562 1.1376 2.2337 0.158 -0.057 0.054
H -3.0366 -5.5676 0.5268 -0.011 -0.024 0.024
H 4.1722 3.5890 3.0285 0.014 -0.008 -0.018
H -2.9828 -2.1797 -3.2826 0.004 0.075 -0.040
C 2.3277 -2.4501 0.4056 0.073 -0.011 -0.044
H 7.5626 4.9187 -1.1576 -0.070 0.024 0.046
H 1.9614 0.5032 4.5248 -0.030 0.004 0.014
H 0.9692 0.8542 -1.2203 -0.027 -0.013 -0.032
H 5.0333 2.0627 1.3406 0.023 0.012 0.007
H -6.0848 -2.6845 -3.1634 -0.012 -0.034 -0.027
H -2.4978 -4.7633 -0.9335 0.030 -0.026 0.063
C -5.7113 0.6705 2.6083 -0.249 0.129 0.119
N 2.9984 1.0992 2.8424 -0.019 -0.033 -0.056
H -1.4619 -6.0001 -0.1786 0.010 0.020 0.026
N -4.8175 0.1897 1.7459 0.155 -0.121 -0.047
C 5.6148 3.9190 -0.8713 -0.095 0.169 0.050
C 1.8758 0.9492 0.7240 -0.010 -0.091 -0.182
C 0.3211 -3.5752 -1.1337 0.027 -0.021 -0.063
O -0.3069 0.0636 0.7075 0.217 -0.013 0.062
H -5.3729 -4.1523 -0.6307 -0.003 -0.036 -0.071
C -2.7051 2.3514 -0.1449 -0.041 -0.027 -0.016
P -1.4379 -3.8791 1.0529 -0.072 0.423 0.205
C -5.9233 -1.7273 -2.6606 0.027 -0.060 0.042
C 0.7502 0.2572 2.7951 0.456 0.102 0.238
Sr -2.4512 -0.8272 1.7192 -0.844 -0.266 -0.698
H 3.2051 3.3132 4.4688 -0.023 -0.041 0.014
C -4.0459 -0.3722 -0.4974 0.101 -0.025 0.138
H -4.5868 1.2630 -3.4684 0.030 -0.037 0.004
H -0.9992 -0.1736 -1.7257 -0.009 -0.011 0.054
H -6.8763 -1.4392 -2.2127 -0.016 0.013 0.027
C 2.5025 -2.5773 -0.9671 0.014 0.011 0.024
H 3.4212 -2.2487 -1.4370 0.018 0.012 0.006
O -1.4575 0.5799 3.5023 0.118 0.492 0.303
C -2.1571 -5.1802 0.0124 0.028 -0.205 -0.132
H 7.5438 2.0486 -3.5150 -0.071 0.003 -0.025
Si -3.2104 0.9990 -1.3803 0.079 0.054 -0.019
C -0.5338 -0.2543 3.4043 -0.070 0.038 -0.271
Si -4.5495 -1.8990 -1.3651 -0.114 -0.015 -0.231
C 1.1553 -2.8781 1.0037 0.068 0.037 0.052
```
Forces are in eV/Å.